Entry from OMol25: a molecular structure, C15H40FNO16P3S2 at a distorted geometry (ωB97M-V/def2-TZVPD).

Geometry as XYZ:
```
78
Properties=species:S:1:pos:R:3:forces:R:3
C 7.79045 -1.21713 0.86873 0.53 -0.40 -0.29
C 7.09710 -0.74016 -0.46780 -0.32 -0.15 0.13
C 7.59828 0.65732 -1.01242 -0.73 -0.14 -0.43
C 5.49795 -0.81110 -0.39993 1.41 0.05 -0.46
S 4.79352 0.15753 1.00114 0.51 1.67 4.07
O 5.83187 1.14067 1.49393 -1.89 -1.57 -2.19
O 4.47987 -0.77953 2.12159 0.15 0.90 -2.67
N 3.48944 1.09464 0.44626 -0.16 -3.27 -0.01
S 2.05397 0.19029 0.28581 -2.09 3.39 1.94
O 0.99708 1.19048 -0.13820 2.44 -1.84 -0.18
O 1.57039 -0.45548 1.53983 1.42 -0.02 -2.47
C 2.22947 -0.96687 -1.14015 -0.52 -1.29 -0.51
C 2.38681 -2.50070 -0.77273 0.35 0.00 -1.29
F 2.97463 -2.75730 0.46981 -0.71 0.15 -0.87
H 8.76849 -1.71008 0.57221 -0.91 0.63 0.42
H 7.20568 -2.00910 1.42291 0.39 0.96 -0.66
H 8.01412 -0.38042 1.57732 -0.41 -0.67 -0.69
H 7.37315 -1.50835 -1.25701 -0.39 0.74 0.86
H 8.61455 0.93054 -0.62457 -0.92 -0.27 -0.43
H 7.59693 0.59519 -2.14498 0.32 0.14 1.19
H 6.86175 1.47344 -0.76329 0.93 -0.84 0.09
H 5.25014 -1.89561 -0.26165 -0.30 1.15 -0.10
H 5.11424 -0.36723 -1.35726 0.12 -0.57 0.94
H 1.26687 -0.88191 -1.73042 1.00 0.10 0.82
H 3.04792 -0.70016 -1.85836 -0.68 0.29 1.12
H 1.40115 -3.02310 -0.92537 0.91 0.45 0.86
H 3.08417 -2.94866 -1.54532 -0.70 0.43 0.78
C 0.04066 0.40644 4.02937 0.35 -0.11 -0.47
O 0.01785 0.86007 5.39536 -3.33 -1.02 -1.15
P -1.13208 0.08725 6.40369 5.19 1.66 7.58
O -1.02022 1.10258 7.52605 -0.85 -0.57 -1.60
O -0.13423 -1.19199 6.64417 -1.24 -0.35 -0.33
C 1.14004 -0.95848 7.22852 0.71 0.10 -0.41
O -2.42113 -0.78252 7.13330 -0.25 0.64 -3.54
C -3.25029 -1.51290 6.22197 -0.15 -0.23 0.01
H 0.84455 0.91841 3.50416 -0.05 -0.08 0.10
H 0.22438 -0.67009 3.98520 0.07 0.07 -0.08
H -0.90953 0.63933 3.54322 0.14 0.04 -0.14
H 1.19845 0.00471 7.73678 -0.21 0.01 -0.08
H 1.90582 -0.99984 6.44960 0.00 0.05 0.10
H 1.33600 -1.75143 7.95119 -0.19 -0.05 -0.07
H -2.65740 -2.24408 5.66606 -0.10 -0.06 -0.02
H -3.73883 -0.82573 5.52474 -0.11 -0.16 -0.01
H -4.01631 -2.03789 6.79336 0.10 0.07 0.04
C -1.56267 -1.42705 -7.75417 -0.09 -0.14 -0.27
O -0.65849 -1.82480 -6.71818 -1.97 2.73 0.44
P -1.23102 -1.58861 -5.11506 5.15 -6.73 3.97
O 0.12514 -1.78854 -4.47187 -1.07 1.09 -1.00
O -2.08606 -2.98778 -5.18330 -0.71 0.92 0.25
C -1.38736 -4.19852 -5.43600 0.08 -0.32 -0.63
O -2.00276 -1.19809 -3.63541 -0.82 1.98 -3.03
C -3.17882 -0.38486 -3.73676 -0.32 0.15 0.24
H -1.11918 -1.67973 -8.71717 0.06 0.01 0.12
H -2.51629 -1.95542 -7.65694 -0.01 0.03 -0.04
H -1.73306 -0.34867 -7.71168 -0.02 -0.05 -0.20
H -0.31567 -4.11082 -5.25391 -0.06 0.20 0.05
H -1.55125 -4.49880 -6.47497 0.09 -0.05 0.06
H -1.79390 -4.97105 -4.78310 -0.11 0.16 0.05
H -3.93835 -0.87758 -4.34917 -0.08 0.04 0.07
H -2.92169 0.58494 -4.17202 -0.17 0.04 0.11
H -3.57543 -0.22849 -2.73375 0.07 -0.04 -0.07
C -5.34192 5.77174 -0.83205 -0.03 0.31 0.18
O -6.13846 4.61677 -1.12026 3.35 -0.13 -0.66
P -5.35577 3.10706 -0.87344 -7.65 -5.03 1.69
O -6.40525 2.30530 -1.61988 1.53 1.17 -0.07
O -5.66641 3.15812 0.73665 1.15 -0.10 -0.31
C -7.01811 3.23179 1.16564 -0.37 0.60 0.17
O -4.30398 1.77614 -0.63259 1.22 3.36 -1.08
C -2.91817 2.11802 -0.45063 0.52 -0.14 0.16
H -5.95898 6.66032 -0.96494 -0.03 -0.13 -0.04
H -4.98353 5.74422 0.20149 0.02 0.04 -0.03
H -4.49117 5.82257 -1.51546 -0.04 0.20 0.05
H -7.72263 2.93767 0.38677 0.18 -0.02 -0.11
H -7.24012 4.25487 1.48243 -0.08 -0.07 -0.02
H -7.14202 2.56874 2.02200 0.19 -0.02 -0.04
H -2.79486 2.77138 0.41606 0.10 -0.07 0.01
H -2.53912 2.61591 -1.34699 0.18 -0.10 0.10
H -2.35041 1.20225 -0.28818 -0.08 0.07 -0.02
```
Forces are in eV/Å.

Results
E_tot   -3774.24702 Ha
2S+1   1
Net charge   -1
Gap between HOMO and LUMO   5.113 eV